1.
Density functional theory data (ωB97M-V/def2-TZVPD) for a molecular structure, C29H31MgN2O8P3S3 at a distorted geometry.

```
77
Properties=species:S:1:pos:R:3:mulliken_charge:R:1
C -3.27 -0.77 -0.78 0.27
H -0.37 2.32 2.88 0.23
C -2.12 1.98 -2.10 0.32
H 0.13 -2.74 -2.13 0.32
C 1.62 0.29 2.20 -1.06
P 2.80 -0.88 -1.15 0.61
C -2.17 3.47 2.65 -0.45
S -0.56 1.51 -2.13 -0.24
H 3.15 -2.28 1.59 0.29
O 0.87 -3.35 -2.07 -0.56
H -3.88 4.66 2.13 0.34
O 1.83 -5.00 -0.47 -0.84
S -1.73 0.05 1.39 -0.48
H 3.44 -4.21 -1.51 0.45
C -3.99 3.24 -2.57 -0.24
H 4.70 -2.25 0.71 0.35
H -4.40 4.13 -3.06 0.38
H 3.33 0.46 0.44 0.28
C -0.39 3.38 1.01 0.44
H -2.57 3.16 3.61 0.41
C -3.21 -0.28 0.48 1.48
C 3.72 -2.73 0.78 -1.75
C -4.87 2.39 -1.86 -1.14
C 2.55 3.40 -1.77 -0.29
C 2.20 2.69 1.97 0.12
H 3.86 -3.79 0.99 0.43
C -0.92 3.00 2.25 -0.74
O 3.74 0.15 -0.39 -0.75
H -5.12 -0.86 1.37 0.21
H -5.10 0.80 0.79 0.42
H 3.77 4.64 4.27 0.39
S -1.88 -1.17 -1.80 -0.75
H 2.22 4.80 2.36 0.27
H -4.60 -0.56 -2.47 0.26
H 1.31 5.65 0.43 0.27
N -2.70 3.08 -2.69 -0.53
H 3.28 -1.61 -3.08 0.40
C 3.15 4.27 -2.67 -0.69
N -2.97 1.15 -1.35 1.12
H -2.98 5.29 -0.09 0.36
O 1.38 -0.46 -1.40 -0.52
H 2.37 7.20 -1.15 0.37
C 3.09 5.64 -2.45 -0.45
H 2.57 2.33 -1.96 0.09
P 1.17 2.59 0.47 1.77
O 0.38 -2.95 0.38 -0.62
H -4.22 0.38 2.25 0.54
H 3.65 3.88 -3.54 0.41
C 2.99 -2.62 -0.55 1.44
Mg -0.08 -1.02 -0.08 1.84
C 2.59 1.42 2.44 0.93
C -2.40 4.65 0.57 -0.60
O 3.63 -0.91 -2.52 -0.60
C -1.15 4.19 0.17 -0.67
C -4.28 1.32 -1.25 0.62
H 3.86 0.37 3.84 0.42
C 3.47 3.75 3.74 -0.77
H 4.70 2.42 4.92 0.35
H -2.50 0.34 -0.91 -1.40
H -4.74 -2.10 -1.64 0.35
H -4.81 0.58 -0.66 -0.50
H -5.93 2.57 -1.81 0.40
C -4.48 0.03 1.26 -1.56
H -5.45 -0.65 -0.92 0.49
H -0.78 4.46 -0.81 0.37
C -4.60 -1.02 -1.47 -1.38
C 3.53 1.35 3.49 -1.21
O 1.63 -0.51 1.27 -0.40
P 1.39 -3.58 -0.54 0.76
C -2.91 4.30 1.82 -0.67
O 3.77 -3.30 -1.55 -0.64
C 2.43 6.13 -1.33 -0.82
C 1.89 3.87 -0.64 0.49
C 3.97 2.49 4.11 -0.55
H 3.55 6.33 -3.15 0.35
C 2.59 3.83 2.67 -0.38
C 1.84 5.25 -0.43 -0.14
```

Properties
- DFT total energy: -4254.02273 hartree
- Net charge: -2

***

2.
Density functional theory data (ωB97M-V/def2-TZVPD) for C29H31N3O5 in the gas phase at a distorted geometry.

```
68
Properties=species:S:1:pos:R:3:mulliken_charge:R:1
N 2.44 6.80 0.80 0.95
H 0.22 3.15 -0.76 0.44
C -0.75 4.03 0.99 0.55
C -0.49 1.43 2.94 -0.25
H 1.73 -3.26 5.17 0.38
C -4.45 0.91 1.59 -0.45
C -6.06 2.91 0.58 -0.76
H 5.68 2.80 5.42 0.37
H 2.32 0.14 1.93 0.27
H -8.04 -0.60 0.13 0.33
C 5.45 2.11 4.61 -0.72
O -7.97 1.49 0.59 -0.45
O 2.53 7.66 1.70 -0.58
C -0.75 -1.73 2.40 -1.57
O -1.81 3.17 0.87 -0.33
H 6.92 -0.21 2.57 0.37
H 1.84 4.98 -1.03 0.45
H 2.00 1.84 2.27 0.36
C -8.56 0.16 0.74 -0.78
N 0.75 -1.63 4.34 0.32
C 4.14 2.02 4.13 -0.22
H -2.04 -2.01 4.70 0.44
O 2.90 -1.18 5.04 -0.73
C -5.80 0.63 1.36 -0.50
H 0.18 7.01 2.33 0.43
H -8.59 -0.16 1.80 0.31
H 0.16 -1.87 1.78 0.36
C 1.15 4.98 -0.20 -0.24
C -0.72 5.13 1.88 -0.33
C -6.64 1.65 0.87 0.81
H -1.15 -2.73 2.64 0.48
C -3.92 2.21 1.46 -0.07
H 0.11 2.34 2.88 0.67
H 1.60 1.29 4.68 0.27
C 4.84 0.36 2.52 -0.36
C 1.85 -0.84 4.49 0.18
H -9.59 0.28 0.38 0.24
H -1.45 5.18 2.68 0.39
C 1.54 0.52 3.89 -0.03
H -3.85 0.04 1.87 0.16
C 1.21 6.03 0.71 -0.22
C 0.22 3.97 -0.05 -0.66
N 0.16 0.35 3.49 0.36
C 6.45 1.30 4.06 -0.41
C 2.40 0.92 2.70 -0.37
H 0.53 -3.68 3.93 0.31
C -0.40 -0.99 3.70 0.33
C 6.14 0.42 3.01 -0.60
C -1.62 -1.00 4.63 -1.65
H 7.46 1.34 4.45 0.36
H -6.71 3.69 0.19 0.40
C -1.79 1.39 2.57 0.61
H -2.30 0.45 2.47 -1.25
C 0.21 6.14 1.69 -0.47
H 3.34 2.64 4.55 0.35
H -2.63 3.20 2.86 0.13
H 4.57 -0.31 1.70 0.33
H 0.00 -3.18 5.55 0.29
O 3.35 6.53 -0.01 -0.58
C -4.73 3.17 0.86 -0.51
H -4.31 4.13 0.60 0.44
H -6.22 -0.35 1.61 0.37
H -1.50 -1.19 1.81 0.31
C 3.83 1.12 3.11 0.48
H -2.40 -0.32 4.26 0.39
C 0.75 -3.01 4.77 -0.99
H -1.32 -0.67 5.63 0.40
C -2.48 2.56 1.95 0.69
```

Properties
- DFT total energy: -1664.00004 hartree
- SMILES: COc1ccc([C@@H](/C=C/N2[C@H](Cc3ccccc3)C(=O)N(C)C2(C)C)Oc2ccc([N+](=O)[O-])cc2)cc1

***

3.
Density functional theory data (ωB97M-V/def2-TZVPD) for a molecular structure, C29H31N6O4W.

```
71
Properties=species:S:1:pos:R:3:mulliken_charge:R:1
C 1.31 1.62 -4.16 -1.51
H 0.36 4.34 -0.50 0.34
N -2.85 0.10 -0.33 -0.90
H -6.06 -2.57 4.12 0.37
H 3.91 3.34 0.04 0.56
H 1.16 2.10 5.53 0.37
C -2.00 1.03 -2.25 1.52
H -1.98 -1.84 2.99 0.47
N 2.19 -1.87 -0.04 -1.57
H 2.09 3.33 2.65 0.29
H 2.34 -6.42 -4.11 0.35
C 1.36 3.96 -0.67 -1.43
C -5.75 -1.54 2.26 -0.64
C 2.14 -5.56 -3.47 -0.32
C 1.86 1.03 3.82 -1.02
N -1.74 0.55 -1.06 0.55
H 3.02 -1.00 2.25 0.38
C 0.76 -3.72 -2.84 -0.39
C 2.81 -4.14 -1.64 0.26
C 1.64 -3.37 -1.83 0.32
N 0.82 2.00 0.58 0.10
O 3.71 -3.86 -0.69 -0.71
H 0.29 -5.07 -4.44 0.40
C 3.20 2.53 0.22 -1.73
C -0.54 1.78 2.59 -0.60
H 1.35 3.38 -1.60 0.11
C 1.60 0.62 2.49 0.39
O 1.00 0.99 -1.93 -0.91
C -0.98 1.33 -3.20 -1.39
H 0.77 1.99 -5.03 0.36
H 0.82 4.34 1.96 0.34
H -3.95 0.28 -2.70 0.29
H 3.56 1.94 1.06 0.28
N 1.73 -0.76 0.63 0.98
N 0.50 1.25 1.75 1.35
H -0.13 -3.11 -2.96 0.50
H 2.76 0.67 4.29 0.39
C -4.83 -1.02 1.37 -0.32
H 1.88 0.73 -4.44 0.33
C 0.38 1.28 -3.02 1.03
H 2.03 2.37 -3.83 0.30
H -3.63 -2.77 4.59 0.39
H 2.05 4.80 -0.79 0.45
C 1.80 3.92 1.77 -1.82
C 0.99 -4.81 -3.66 -0.85
C 1.80 3.08 0.50 1.80
C -3.43 1.24 -2.66 -1.55
W 0.13 0.33 -0.17 1.29
H 2.52 4.73 1.66 0.51
H -1.33 1.65 -4.17 0.15
C 3.04 -5.23 -2.48 -0.65
C 0.98 1.80 4.51 -0.73
C -3.04 -1.77 2.80 -0.28
C -3.97 -2.28 3.69 -0.76
C -0.29 2.09 3.87 -0.53
H -3.95 1.84 -1.91 0.32
O -1.20 -0.79 0.98 -0.72
H -5.14 -0.52 0.46 0.46
H -1.11 2.51 4.45 0.41
H -3.48 1.73 -3.63 0.41
C 1.34 -2.19 -0.98 0.62
C 2.19 -0.45 1.83 -0.38
O 0.24 -1.54 -1.20 -1.04
H 3.17 1.88 -0.66 0.25
H 3.38 -3.06 -0.21 0.61
H -6.81 -1.45 2.05 0.38
C -2.45 -0.58 0.70 -0.04
C -5.33 -2.17 3.42 -0.37
H 3.94 -5.81 -2.31 0.41
C -3.46 -1.13 1.63 0.42
H -1.49 1.91 2.10 0.38
```

Properties
- DFT total energy: -1820.37361 hartree
- Net charge: -1

***

4.
Density functional theory data (ωB97M-V/def2-TZVPD) for C29H31N7O2 in the gas phase at a distorted geometry.

```
69
Properties=species:S:1:pos:R:3:mulliken_charge:R:1
N 3.83 0.03 1.25 -0.42
H 5.39 -1.01 -0.89 0.31
N 2.85 -0.79 0.87 0.96
O -4.12 0.04 1.98 -0.40
H 0.49 0.67 -7.71 0.34
H -0.56 -1.69 -5.43 0.33
C -4.84 0.18 3.10 -0.58
C -0.06 -1.92 -1.45 0.73
C 0.36 -0.70 0.72 -1.42
H 3.04 -2.74 -1.79 0.28
C -4.20 -0.38 4.16 -0.53
H -0.70 3.09 -6.42 0.35
H 2.18 -2.67 0.38 0.34
H 0.02 1.78 1.21 0.80
H -2.22 -1.41 4.18 0.55
H -0.44 -2.73 -3.27 0.25
N -3.33 3.17 3.57 -0.66
C -0.32 -0.75 -4.95 -1.23
H -1.23 0.99 -7.49 0.34
H 0.47 3.72 -5.25 0.37
C 4.98 -1.96 -1.24 -0.78
H 4.77 -2.07 1.63 0.34
C 3.46 -1.90 -1.22 -0.72
C -1.60 2.22 4.91 -0.57
N -0.23 -1.86 -2.81 0.00
C -1.99 -0.88 1.23 -0.63
H 3.06 -0.98 -1.63 0.28
C 4.31 -2.76 0.92 -1.02
H 5.07 -4.03 -0.66 0.31
H -1.18 2.08 5.89 0.41
H -0.10 1.11 3.85 0.45
C 1.68 -0.13 1.08 -1.02
H 4.02 -3.67 1.45 0.33
C -1.60 1.88 2.54 -0.61
H 0.60 1.42 -1.04 0.55
C 3.09 -2.08 0.27 0.38
C -2.99 -0.90 3.64 -0.57
C 0.10 1.62 -5.08 0.84
C 0.22 -0.65 -0.80 1.11
H 0.37 -1.76 0.99 0.72
C 0.28 1.65 -3.72 -0.84
O -0.13 -3.00 -0.87 -0.73
H 5.38 -2.17 -2.23 0.42
N 1.98 1.06 1.57 -0.01
C -0.96 1.31 1.31 -0.13
N -0.76 -0.12 1.45 0.74
H -3.26 2.85 1.56 0.40
C -0.21 0.39 -5.71 1.11
C -1.01 1.68 3.79 -0.43
C 0.23 2.87 -5.89 -1.72
C -2.77 2.95 4.75 -0.38
N 3.30 1.10 1.66 -1.23
H -3.28 3.40 5.59 0.38
H -1.74 -1.94 1.23 0.62
C -2.76 2.64 2.50 -0.31
H -1.58 1.55 0.42 0.35
H 1.01 2.77 -6.64 0.35
H -5.78 0.69 3.02 0.48
C 0.35 0.49 -1.52 -0.43
C 0.17 0.49 -2.93 0.48
C -2.99 -0.61 2.31 0.26
H -2.45 -0.63 0.27 0.29
C -0.14 -0.72 -3.57 0.38
C -0.41 0.34 -7.19 -1.65
H 0.52 2.58 -3.22 0.44
C 5.28 -3.05 -0.23 -0.62
H -0.64 -0.67 -7.51 0.38
H 6.32 -3.04 0.11 0.39
H -4.53 -0.41 5.17 0.48
```

Properties
- DFT total energy: -1657.45295 hartree
- SMILES: Cc1cc2cc([C@@H](c3nnnn3C3CCCC3)N(Cc3cccnc3)Cc3ccco3)c(=O)[nH]c2cc1C

***

5.
Density functional theory data (ωB97M-V/def2-TZVPD) for 3 unconnected molecules or ions with the total composition C29H32B3F2N2O4P at a distorted geometry.

```
73
Properties=species:S:1:pos:R:3:mulliken_charge:R:1
C -0.28 -4.61 -2.55 -0.58
H 1.98 -1.33 0.42 0.30
H 8.28 1.78 -0.31 0.31
H 0.14 3.54 -4.62 0.05
C -1.31 -0.24 5.67 0.24
C -5.14 3.14 0.25 -0.72
H -0.79 -6.68 -2.23 0.42
H -5.92 4.31 2.02 0.30
C 4.65 0.17 -1.39 -0.14
C 0.35 -3.70 -3.40 -0.30
C 0.93 -5.50 -4.90 -0.30
H 0.37 -2.65 -3.14 0.67
F -1.27 -1.01 4.56 -0.29
H -1.83 2.96 6.61 0.36
B -0.82 -0.03 -2.28 0.72
C -4.74 2.60 2.74 -0.60
C -1.09 -0.82 6.91 -0.44
H 2.35 2.84 -4.72 0.04
C -0.31 -5.96 -2.88 -0.37
C -1.57 1.11 5.55 -0.29
P 1.27 3.14 -3.83 0.17
H -0.90 -1.88 6.97 0.41
N 1.66 4.29 -2.80 -0.69
N -4.08 1.60 -1.53 -0.03
C -1.39 1.33 7.94 -0.42
C 6.19 1.39 0.16 1.00
H 1.40 -5.86 -5.80 0.41
C -3.22 -0.91 -1.83 -0.17
H -1.43 1.95 8.83 0.37
H -1.73 1.54 4.57 0.54
H -0.95 -0.47 9.02 0.36
H -5.61 3.80 -0.52 0.28
B 0.76 1.57 -2.80 0.24
C 2.46 -1.07 -0.56 -0.95
H -4.83 2.07 -2.06 0.36
H 2.79 -2.03 -1.06 0.30
H 3.56 -0.13 1.95 0.27
C -3.76 1.16 0.92 -0.10
H 6.47 1.27 -2.08 0.30
C -2.14 -0.66 -2.98 -0.52
C 0.30 -6.39 -4.05 0.25
H -3.13 0.27 0.66 0.14
C -3.94 1.43 2.35 -0.66
C 3.75 -0.24 -0.28 0.49
C -1.13 -0.03 8.05 -0.34
H 7.78 2.45 1.36 0.32
C 0.95 -4.15 -4.57 -0.75
F 0.28 -7.69 -4.36 -0.32
C -5.32 3.43 1.68 -0.37
C -1.62 1.90 6.69 -0.50
H 4.32 -0.17 -2.41 0.22
H -4.88 2.79 3.83 0.37
H 1.43 -3.44 -5.24 0.38
B 1.41 -0.31 -1.53 0.47
C 5.85 0.97 -1.21 -0.77
H 7.27 3.26 -0.24 0.29
H -1.88 -1.66 -3.42 0.23
H -2.58 0.04 -3.74 0.32
C -4.34 0.17 -1.73 -0.05
O -0.61 1.37 -2.54 -0.41
H -3.75 -1.88 -2.07 0.37
O 1.81 0.72 -2.40 -0.18
C -4.35 1.98 -0.14 0.80
C 5.38 0.99 1.31 -0.82
H 5.68 1.33 2.33 0.28
H -3.48 0.75 3.09 0.49
O -5.50 -0.18 -1.81 -0.58
H -0.74 -4.27 -1.63 0.44
H -2.67 -1.09 -0.86 0.12
C 4.17 0.18 1.07 -0.43
C 7.48 2.30 0.30 -1.21
H 1.57 3.91 -1.84 0.24
O 0.05 -0.79 -1.44 -0.34
```

Properties
- DFT total energy: -2150.52108 hartree
- SMILES: Cc1ccc(CB2OB(CCC(=O)Nc3ccccc3)OB([PH2]=N)O2)cc1.Fc1ccccc1.Fc1ccccc1

***

6.
Density functional theory data (ωB97M-V/def2-TZVPD) for a molecular structure, C29H32BClGaO2P at a distorted geometry.

```
67
Properties=species:S:1:pos:R:3:mulliken_charge:R:1
Ga -2.22 -0.05 -0.56 -0.23
H -0.22 -2.85 -2.03 0.22
H -5.99 1.35 1.98 0.43
H -1.26 3.45 -1.59 0.42
H 3.17 -3.96 -0.41 0.36
P 1.77 -1.39 -0.67 0.62
C 2.68 -3.74 0.54 -0.27
C -3.03 3.90 1.29 -1.68
C 5.06 1.83 -0.65 -0.55
C 1.83 -3.70 -4.63 -0.49
C 3.25 0.68 -1.77 -0.38
C 1.43 -3.12 2.97 -0.45
H 4.40 2.25 -2.65 0.40
H -3.19 3.52 0.27 0.15
H -5.37 2.78 1.15 0.38
C 1.93 -2.57 0.67 0.28
C 0.68 -2.95 -2.64 -0.27
H 3.42 -5.49 1.54 0.39
C -0.41 0.64 -3.16 -0.54
C 2.21 -4.27 2.85 -0.51
H 0.60 -1.41 1.92 0.48
H 0.76 2.51 -3.03 0.50
H -4.55 1.65 4.56 0.37
C -2.76 2.79 2.32 1.35
H -3.90 4.50 1.61 0.40
C -1.72 0.30 -2.73 -0.74
H 5.47 1.20 1.37 0.39
C -2.26 1.47 -2.01 -0.17
H 3.69 -0.53 1.40 0.40
B -2.39 1.04 1.14 1.58
C 2.81 -4.59 1.64 -0.53
H -4.57 0.10 3.67 0.47
C 4.24 1.66 -1.76 -0.71
H -1.58 4.19 3.46 0.48
C 4.84 1.07 0.50 -0.48
H -0.25 -4.07 -4.22 0.43
H -5.79 2.88 2.90 0.36
H -3.31 4.04 3.88 0.37
C -3.98 1.76 2.46 1.56
H 3.92 -3.19 -4.76 0.38
Cl -2.60 -2.15 -0.66 -0.37
C -5.37 2.25 2.11 -1.82
C 1.87 -2.35 -2.19 -0.13
C 3.04 -2.43 -2.96 -0.02
H -3.02 0.79 4.17 0.36
C 3.01 -3.11 -4.17 -0.59
C -2.40 3.49 3.61 -1.73
H 0.99 -2.86 3.92 0.41
C -1.19 2.45 -2.00 -0.83
C -0.11 1.94 -2.72 -0.61
H 0.20 0.04 -3.82 0.54
H 2.36 -4.91 3.72 0.35
H -2.14 4.54 1.27 0.48
O -1.68 1.98 1.85 -0.48
H -2.13 2.82 4.43 0.30
C -4.03 1.04 3.81 -1.92
C 0.67 -3.61 -3.86 -0.60
O -3.71 0.75 1.50 -0.75
H 2.63 0.52 -2.65 0.52
H 1.82 -4.24 -5.58 0.37
C 3.85 0.09 0.52 -0.67
H 5.90 2.52 -0.69 0.36
C 1.24 -2.29 1.87 -0.50
H -3.32 1.71 -1.92 0.76
H -2.30 -0.52 -3.13 0.64
H 3.96 -1.96 -2.60 0.48
C 3.07 -0.14 -0.63 0.26
```

Properties
- DFT total energy: -4025.98777 hartree